13
Properties=species:S:1:pos:R:3:forces:R:3:lowdin_charge:R:1 method="wB97M-V/def2-TZVPD" e_above_lowest_kcal_mol=102.5 e_tot_ha=-746.0640 gap_ev="8.5 / 8.5" homo_energy_ev="-8.21 / -8.21" e_lumo_ev="0.25 / 0.25" total_charge=0
C -1.586167 0.397729 -0.601617 1.02 3.96 -0.35 -0.603
C -1.728882 -1.873261 0.103784 -0.87 -0.71 1.17 0.002
C 1.475698 0.439960 -0.527554 -0.68 -0.05 -0.44 -0.396
C 1.686259 1.050262 0.765702 -0.86 0.01 4.42 -0.082
N -1.651873 -0.782242 -0.498399 -0.51 -1.51 0.01 -0.111
O 1.413264 -0.742268 -0.752167 0.39 0.01 -0.06 0.027
Cl -2.295619 1.421218 -1.765157 -0.38 -0.39 -0.20 0.602
H -1.058668 -2.649553 -0.152462 0.41 -0.80 -0.14 0.067
H -2.410990 -1.889312 0.966058 0.28 -0.47 -0.51 0.095
H 1.256558 1.208342 -1.256149 -0.10 0.10 -1.24 0.101
H 0.819876 0.714729 1.442778 0.57 0.38 -1.19 0.105
H 1.623459 2.175530 0.884877 0.66 -1.39 -0.62 0.098
H 2.457083 0.528872 1.390308 0.07 0.85 -0.84 0.096


129
Properties=species:S:1:pos:R:3:forces:R:3:lowdin_charge:R:1 method="wB97M-V/def2-TZVPD" e_above_lowest_kcal_mol=21.1 e_tot_ha=-4105.8132 gap_ev=7.1 homo_energy_ev=-9.55 e_lumo_ev=-2.46 total_charge=+1
Ba 1.395073 -0.763091 -0.750805 -0.13 -0.01 0.44 1.903
C 6.862480 2.367349 -0.579638 0.03 0.01 -0.03 -0.034
C 6.262123 1.059542 -1.043123 -0.02 0.02 0.00 -0.394
C 5.831258 1.071036 -2.494746 0.00 -0.03 -0.01 -0.034
O 5.131793 0.632527 -0.218819 0.09 -0.07 0.02 -0.185
P 3.968006 1.367344 0.526573 -0.05 0.14 0.08 0.400
O 3.115720 0.348020 1.186423 -0.32 -0.05 -0.58 -0.366
C 3.096477 2.332653 -0.741207 0.06 0.19 0.03 -0.230
P 1.443899 2.953677 -0.323874 0.05 0.07 -0.02 0.430
O 0.410243 1.954798 -0.709230 0.24 -0.43 0.04 -0.391
O 1.605800 3.313589 1.177842 -0.09 -0.10 -0.01 -0.178
C 0.684351 4.077160 2.036479 0.13 0.13 0.01 -0.389
C 1.135772 5.521516 2.015613 -0.07 0.03 0.05 -0.030
C -0.760126 3.888405 1.641652 -0.08 -0.02 0.01 -0.038
O 1.270254 4.330607 -1.061894 0.00 0.05 0.01 -0.177
C 0.771083 4.422086 -2.440660 0.03 -0.01 -0.03 -0.423
C 1.493843 5.587704 -3.074173 -0.01 0.01 0.00 -0.034
C -0.730714 4.585521 -2.411884 0.00 0.00 -0.02 -0.036
O 4.542381 2.477342 1.464823 0.04 0.02 -0.02 -0.180
C 4.835713 2.199116 2.885747 0.03 0.00 0.03 -0.402
C 3.577137 2.420053 3.692179 0.00 -0.04 0.03 -0.036
C 5.964460 3.124172 3.276402 -0.03 0.01 0.00 -0.031
H 7.748046 2.572726 -1.181597 0.00 0.00 0.00 0.099
H 7.164277 2.318679 0.463788 0.00 0.00 0.02 0.074
H 6.173177 3.204161 -0.703720 -0.02 -0.01 0.00 0.083
H 6.978556 0.253671 -0.885738 0.00 0.02 -0.01 0.151
H 5.156759 1.902557 -2.706287 -0.01 0.01 0.01 0.075
H 5.344999 0.129655 -2.753337 0.00 0.01 -0.01 0.082
H 6.704345 1.188248 -3.136413 0.01 -0.01 0.01 0.096
H 2.990626 1.737130 -1.654072 0.12 0.02 0.03 0.060
H 3.732251 3.184084 -0.994521 0.01 0.02 0.00 0.087
H 0.863240 3.638629 3.018329 -0.02 0.01 -0.02 0.137
H 0.975414 5.963749 1.032004 0.00 -0.03 0.00 0.082
H 2.192075 5.601745 2.268934 0.02 -0.01 0.01 0.084
H 0.561495 6.090996 2.747140 0.01 0.00 0.00 0.095
H -0.961378 4.319125 0.658625 0.01 0.01 -0.03 0.073
H -1.383076 4.416740 2.363547 -0.02 -0.01 0.01 0.102
H -1.060240 2.841045 1.638639 0.02 0.00 0.01 0.070
H 1.036232 3.491102 -2.951242 -0.02 0.00 0.00 0.137
H 1.259425 6.509393 -2.541122 0.00 0.00 0.00 0.093
H 1.175949 5.699445 -4.110425 0.00 0.00 -0.01 0.093
H 2.573047 5.439496 -3.056634 0.01 0.00 0.00 0.083
H -1.001448 5.480236 -1.849153 0.00 0.01 0.01 0.097
H -1.211133 3.718039 -1.963693 0.00 -0.02 0.01 0.056
H -1.110162 4.695414 -3.428179 0.01 0.00 0.00 0.098
H 5.153355 1.156219 2.953161 -0.01 0.01 0.01 0.146
H 3.258563 3.459636 3.609445 0.00 0.03 -0.01 0.081
H 3.781572 2.205371 4.741347 0.00 0.00 0.01 0.098
H 2.776061 1.765277 3.352311 0.01 0.01 0.00 0.076
H 5.665940 4.163159 3.131620 0.00 0.00 -0.01 0.094
H 6.862068 2.931110 2.692293 0.01 0.00 -0.02 0.072
H 6.207553 2.981678 4.329204 -0.01 -0.02 0.00 0.095
N -2.510875 1.265841 -0.010588 0.02 -0.10 -0.32 0.106
C -3.751636 1.659723 -0.547487 0.15 -0.03 0.12 -0.336
C -3.977668 3.006592 -0.825895 -0.01 0.04 -0.02 -0.047
C -5.203106 3.434621 -1.304086 0.01 0.01 0.00 -0.083
C -6.231096 2.524138 -1.503437 0.02 -0.01 0.01 -0.086
C -6.014758 1.187334 -1.211877 0.00 -0.01 0.02 -0.073
C -4.787821 0.731197 -0.729783 -0.09 -0.02 -0.01 -0.319
P -4.441044 -1.037986 -0.406434 0.02 0.01 -0.05 1.105
C -4.669558 -1.169979 1.403523 0.02 -0.01 0.00 -0.405
C -4.630527 -2.449010 1.963288 0.00 -0.01 -0.01 -0.134
C -4.689388 -2.624089 3.335260 -0.01 0.01 0.02 -0.081
C -4.771684 -1.517617 4.173059 0.00 0.00 0.00 -0.085
C -4.808581 -0.244613 3.626751 0.00 0.00 0.01 -0.077
C -4.761856 -0.070098 2.248717 0.00 0.04 0.00 -0.084
C -5.928277 -1.877129 -1.051629 -0.02 0.03 0.04 -0.400
C -5.872148 -2.388331 -2.345599 0.08 0.00 -0.05 -0.106
C -6.977549 -3.009663 -2.909213 0.01 0.00 0.00 -0.081
C -8.146728 -3.138568 -2.174881 0.00 0.00 0.01 -0.079
C -8.209421 -2.642885 -0.878871 -0.01 -0.02 -0.03 -0.073
C -7.108065 -2.013584 -0.320875 0.04 0.03 0.03 -0.093
H -1.729151 1.807544 -0.364180 -0.07 0.01 0.10 0.035
H -2.323915 0.280635 -0.180623 -0.05 0.04 0.10 0.028
H -3.181959 3.722432 -0.652781 0.01 0.00 0.01 0.091
H -5.355283 4.485075 -1.517522 -0.01 0.00 0.00 0.105
H -7.191567 2.851501 -1.876562 -0.01 0.00 0.00 0.103
H -6.815916 0.476802 -1.364262 -0.02 -0.01 -0.01 0.100
H -4.557009 -3.316000 1.315751 0.00 0.00 0.00 0.105
H -4.670151 -3.622260 3.753436 0.00 -0.01 0.00 0.107
H -4.814070 -1.649701 5.246120 0.00 -0.01 0.01 0.103
H -4.882844 0.620163 4.273501 0.00 0.01 0.00 0.104
H -4.795370 0.929755 1.834692 -0.01 0.00 -0.01 0.101
H -4.952446 -2.297477 -2.915638 -0.05 -0.01 0.02 0.095
H -6.922512 -3.400076 -3.916901 0.00 0.00 0.00 0.104
H -9.007567 -3.629321 -2.609567 0.00 0.00 0.00 0.105
H -9.120012 -2.745516 -0.303374 0.00 0.00 0.01 0.107
H -7.162645 -1.625692 0.689187 -0.01 0.00 -0.01 0.110
C -1.004581 -1.057904 2.103329 0.07 0.05 0.09 -0.121
O -0.053709 -1.624571 1.204060 0.04 -0.08 -0.12 -0.526
Si 0.206196 -3.350098 1.099551 0.00 0.13 0.02 0.292
C 0.852274 -3.833214 2.783846 -0.01 0.02 0.02 -0.152
C -1.517833 -4.058459 0.967744 -0.08 0.00 -0.01 -0.149
C 1.270683 -3.513620 -0.342963 -0.08 0.11 -0.06 -0.619
Si 3.061026 -3.843315 -0.284039 0.03 0.04 0.01 0.327
C 4.023250 -2.527544 -1.311868 -0.02 -0.09 -0.04 -0.234
C 3.857737 -3.641128 1.405646 -0.01 0.00 -0.02 -0.177
C 3.588175 -5.510594 -0.956163 -0.02 -0.03 -0.01 -0.172
Si 0.375761 -3.791337 -1.918942 0.02 0.00 0.01 0.315
C -0.928200 -2.409970 -2.211045 0.00 0.08 0.01 -0.243
C -0.513431 -5.429260 -2.108347 0.04 0.01 -0.03 -0.163
C 1.458926 -3.573483 -3.457387 0.05 -0.05 0.03 -0.185
H -0.877750 -1.455230 3.112932 0.03 -0.01 -0.01 0.092
H -2.022193 -1.261850 1.772303 -0.06 -0.02 -0.01 0.061
H -0.859542 0.023049 2.134970 -0.02 0.00 0.00 0.078
H 0.059573 -3.734851 3.529434 -0.01 -0.01 0.00 0.035
H 1.691536 -3.216940 3.103132 0.03 0.00 0.00 0.028
H 1.175630 -4.875652 2.789344 0.01 -0.02 0.01 0.044
H -2.086574 -3.819266 1.869459 0.00 -0.01 0.02 0.026
H -1.465520 -5.146003 0.888963 -0.02 -0.03 0.01 0.046
H -2.088669 -3.682000 0.114925 0.02 -0.03 0.00 0.023
H 4.184727 -1.588748 -0.769819 -0.02 0.06 0.04 -0.024
H 3.596416 -2.324425 -2.299332 -0.01 0.03 -0.03 -0.002
H 5.029034 -2.912995 -1.499733 0.01 0.00 0.01 0.045
H 3.649387 -2.660758 1.843130 -0.02 0.01 0.00 0.026
H 4.941653 -3.722748 1.290103 0.02 -0.01 0.01 0.038
H 3.540949 -4.404108 2.115493 0.01 -0.02 0.02 0.028
H 3.241646 -5.689324 -1.975141 -0.01 0.01 -0.02 0.019
H 3.169217 -6.302401 -0.331007 0.00 -0.02 0.01 0.038
H 4.675277 -5.615799 -0.948053 0.02 -0.01 0.00 0.034
H -1.440500 -2.049727 -1.313278 -0.03 -0.02 0.01 -0.019
H -1.710036 -2.808395 -2.861908 -0.04 0.01 0.00 0.041
H -0.549950 -1.533361 -2.761482 0.03 -0.05 -0.01 0.000
H -1.396585 -5.487549 -1.472872 -0.02 -0.01 0.02 0.019
H 0.148037 -6.253377 -1.834563 0.02 -0.01 0.01 0.037
H -0.831222 -5.582430 -3.142183 -0.03 0.01 -0.01 0.035
H 1.805049 -2.543804 -3.599847 0.01 0.04 0.00 0.009
H 0.860420 -3.819130 -4.338016 0.00 0.00 -0.01 0.041
H 2.343326 -4.211144 -3.469481 0.01 -0.02 -0.01 0.025


5
Properties=species:S:1:pos:R:3:forces:R:3:lowdin_charge:R:1 method="wB97M-V/def2-TZVPD" smiles="O=C=O.F" e_above_lowest_kcal_mol=13.2 e_tot_ha=-289.0669 gap_ev=13.0 homo_energy_ev=-12.60 e_lumo_ev=0.42 total_charge=0
O -0.343097 -2.226874 -0.182200 -0.35 -0.51 0.40 0.216
C -0.216508 -1.161395 0.249624 0.41 -0.71 -1.31 -0.392
O -0.012113 -0.065048 0.515232 -0.31 -0.52 2.18 0.179
F 0.232110 1.635942 -0.745430 0.32 1.81 -0.64 -0.086
H 0.339607 1.817376 0.162774 -0.07 -0.06 -0.64 0.084


55
Properties=species:S:1:pos:R:3:forces:R:3:lowdin_charge:R:1 method="wB97M-V/def2-TZVPD" e_above_lowest_kcal_mol=8.0 e_tot_ha=-2150.4501 gap_ev="5.8 / 5.8" homo_energy_ev="-6.82 / -6.95" e_lumo_ev="-0.99 / -1.19" total_charge=0
Os 0.655954 0.245872 -1.591450 -0.49 0.18 0.14 1.374
N -3.404178 -0.750388 -2.743955 -0.02 0.05 0.00 0.074
C -2.155199 -0.746051 -2.209677 0.00 0.01 -0.06 -0.824
S -0.823848 -0.320766 -3.277364 -0.08 -0.10 -0.15 0.650
N -1.998985 -1.033204 -0.959402 -0.01 0.00 0.06 0.026
N -0.691730 -0.907903 -0.575087 0.11 0.20 -0.01 -0.176
C -0.238800 -1.702078 0.381465 -0.01 -0.08 0.01 -0.215
C -1.105582 -2.588195 1.193337 -0.01 0.00 -0.04 -0.190
C -1.258219 -2.344140 2.553710 -0.01 0.00 0.00 -0.036
C -2.048525 -3.179475 3.331303 0.00 0.00 0.00 -0.078
C -2.691651 -4.262072 2.751396 0.00 -0.01 0.00 -0.088
C -2.544524 -4.507853 1.392236 0.00 0.01 0.00 -0.076
C -1.755869 -3.674888 0.615374 0.00 -0.01 0.02 -0.028
C 1.169146 -1.738285 0.439202 0.07 0.01 -0.03 -0.234
C 1.907338 -2.521903 1.356186 -0.02 0.00 -0.01 -0.010
C 3.262189 -2.581840 1.268317 0.02 0.00 0.00 -0.062
C 3.909303 -1.859355 0.240161 0.01 -0.02 0.01 -0.055
C 3.179129 -1.114797 -0.627770 -0.06 -0.01 0.01 -0.110
N 1.809158 -1.021715 -0.556608 0.05 0.08 0.06 -0.107
H -3.506528 -0.727523 -3.741438 0.00 -0.02 0.00 0.079
H -4.147539 -1.143388 -2.192904 0.00 -0.01 0.00 0.099
H -0.761759 -1.490782 3.001106 0.00 0.00 0.00 0.119
H -2.164533 -2.979875 4.388649 0.00 0.00 0.00 0.103
H -3.308563 -4.913956 3.356185 0.00 0.00 0.00 0.101
H -3.045529 -5.352289 0.936894 0.00 0.00 0.00 0.103
H -1.641306 -3.861197 -0.444598 0.00 0.00 0.00 0.117
H 1.363422 -3.069739 2.112608 -0.01 0.01 0.00 0.117
H 3.834722 -3.176196 1.967034 0.00 0.00 0.00 0.108
H 4.983292 -1.889870 0.126367 0.00 0.01 0.00 0.109
H 3.647574 -0.557139 -1.418821 0.01 0.01 0.00 0.092
C -1.832105 3.543110 -1.346271 0.04 0.01 -0.02 -0.034
C -1.150207 3.485827 -0.010661 -0.04 -0.01 0.00 -0.208
C -1.494733 4.336496 1.024641 0.00 -0.02 -0.01 -0.045
C -0.844239 4.256021 2.249314 -0.01 0.01 0.00 -0.069
C 0.152806 3.316305 2.452899 -0.02 -0.03 0.01 -0.048
C 0.527493 2.434543 1.446495 0.06 0.03 0.02 -0.201
C 1.606253 1.423647 1.674805 0.04 0.01 -0.03 -0.033
C -0.129845 2.537967 0.209891 -0.53 -0.02 -0.19 -0.259
N 0.248810 1.782571 -0.877583 0.88 -0.20 0.29 -0.108
H -2.573625 4.340033 -1.366712 0.00 0.00 0.00 0.078
H -2.330195 2.597909 -1.573211 0.00 -0.01 0.00 0.079
H -1.105370 3.713784 -2.143449 -0.03 0.00 0.01 0.079
H -2.277196 5.069319 0.870791 0.00 0.00 0.00 0.110
H -1.116105 4.932203 3.049702 0.00 0.00 0.00 0.104
H 0.654807 3.262018 3.411187 0.00 -0.01 0.00 0.109
H 2.057747 1.563846 2.655848 0.01 0.01 0.00 0.083
H 2.387432 1.500892 0.913808 -0.03 -0.02 0.01 0.082
H 1.209096 0.406615 1.629884 0.00 0.01 0.02 0.060
F 2.831481 -0.094414 -3.502872 0.00 0.02 0.00 -0.005
C 2.215450 0.961683 -2.841199 0.04 -0.16 -0.17 -0.520
F 3.221114 1.566080 -2.109921 0.02 0.01 0.01 0.005
C 1.902499 1.971878 -3.958706 -0.02 0.04 0.03 -0.628
F 1.354973 3.085857 -3.458021 -0.01 0.01 0.00 0.135
F 1.047234 1.449478 -4.846899 0.00 -0.01 -0.01 0.099
F 3.008066 2.327320 -4.626213 0.01 0.00 0.01 0.154


Number 1: M 119.6 g mol⁻¹. Number 2: M 1006.5 g mol⁻¹. Number 3: M 64.0 g mol⁻¹. Number 4: M 683.7 g mol⁻¹.